1.
The following is a DFT calculation (the ωB97M-V functional and the def2-TZVPD basis) of a molecular structure, C2H4CaO3 in a non-equilibrium geometry.

XYZ file:
```
10
C2H4CaO3 the ωB97M-V functional and the def2-TZVPD basis
O -0.025 -1.641 0.137
C -0.138 -0.555 0.673
Ca -2.586 -0.948 -0.313
O -0.043 0.553 -0.013
O -1.250 -0.442 1.430
H -1.138 -0.064 2.316
C 1.095 0.735 -0.891
H 0.733 0.522 -1.900
H 1.405 1.769 -0.722
H 1.947 0.072 -0.717
```

Calculated values
Highest occupied orbital energy: -20.12 eV
Net charge: +2

---

2.
The following is a DFT calculation (the ωB97M-V functional and the def2-TZVPD basis) of a gas-phase ion, C4H12N2 (charge +2) in a non-equilibrium geometry.

XYZ file:
```
18
C4H12N2 the ωB97M-V functional and the def2-TZVPD basis
C 1.487 0.531 -1.397
C 0.272 0.711 -0.924
N -0.669 1.470 -1.806
C -0.246 0.353 0.435
C 0.223 -1.050 0.875
N -0.475 -1.543 2.085
H 1.800 0.859 -2.378
H 2.203 0.017 -0.778
H -1.198 2.196 -1.312
H -1.419 0.888 -2.211
H -0.151 1.888 -2.583
H -1.333 0.423 0.499
H 0.099 1.083 1.175
H 0.094 -1.743 0.051
H 1.286 -1.056 1.068
H 0.079 -2.254 2.574
H -0.675 -0.807 2.771
H -1.379 -1.967 1.855
```

Calculated values
Highest occupied orbital energy: -18.99 eV
Net charge: +2

---

3.
The following is a DFT calculation (the ωB97M-V functional and the def2-TZVPD basis) of a single CH3FNOPS molecule in a non-equilibrium geometry.

XYZ file:
```
9
CH3FNOPS the ωB97M-V functional and the def2-TZVPD basis
H 0.996 1.714 -0.907
N 0.125 1.242 -0.879
C 0.038 0.130 -0.220
P 1.369 -0.799 0.617
O -1.023 -0.671 -0.081
S -2.633 -0.192 0.124
F -2.485 0.360 1.807
H 1.449 -1.749 -0.444
H 2.164 -0.036 -0.018
```

Calculated values
Highest occupied orbital energy: -9.89 eV

---

4.
The following is a DFT calculation (the ωB97M-V functional and the def2-TZVPD basis) of a single C4H9N3O molecule in a non-equilibrium geometry.

XYZ file:
```
17
C4H9N3O the ωB97M-V functional and the def2-TZVPD basis
C 2.199 -0.138 0.307
C 0.943 0.394 -0.317
N 1.119 1.433 -1.056
O 0.100 1.861 -1.901
C -0.347 -0.135 0.073
C -0.447 -1.299 1.031
N -1.361 0.517 -0.389
N -2.607 0.058 -0.309
H 2.414 -1.139 -0.067
H 2.113 -0.181 1.391
H 3.027 0.519 0.053
H 0.508 2.588 -2.395
H -0.555 -0.942 2.057
H -1.310 -1.919 0.789
H 0.432 -1.934 0.970
H -2.957 -0.320 0.567
H -3.269 0.637 -0.804
```

Calculated values
Highest occupied orbital energy: -8.06 eV

---

5.
The following is a DFT calculation (the ωB97M-V functional and the def2-TZVPD basis) of a single C5H8O2 molecule in a non-equilibrium geometry.

XYZ file:
```
15
C5H8O2 the ωB97M-V functional and the def2-TZVPD basis
C -1.187 0.500 -1.301
C -2.136 0.557 0.527
C -0.074 0.110 -0.476
C 0.148 -1.253 -0.184
C 1.100 0.972 -0.544
O -1.057 1.169 -2.329
O -2.456 0.187 -0.732
H -2.511 -0.259 1.242
H -1.874 1.649 0.744
H 0.781 -1.724 -1.084
H -0.659 -1.858 0.079
H 0.848 -1.452 0.646
H 2.020 0.569 -1.078
H 1.566 1.201 0.514
H 1.007 1.846 -1.122
```

Calculated values
Highest occupied orbital energy (alpha / beta): -8.31 / -8.28 eV

---

6.
The following is a DFT calculation (the ωB97M-V functional and the def2-TZVPD basis) of 2 unconnected molecules or ions with the total composition C3H2F3O3S in a non-equilibrium geometry.

XYZ file:
```
12
C3H2F3O3S the ωB97M-V functional and the def2-TZVPD basis
C 3.737 -0.150 -0.855
C -0.664 0.596 0.193
C -2.105 0.509 -0.175
O 3.773 -1.244 -1.219
O 3.794 0.908 -0.536
O 0.096 -0.362 -0.508
F -2.293 0.985 -1.404
F -2.748 -0.723 -0.161
F -2.997 1.221 0.635
S -0.294 0.496 1.971
H -0.106 -1.368 -0.155
H -0.194 -0.869 2.214
```

Calculated values
Highest occupied orbital energy: -2.74 eV
Net charge: -1

---

7.
The following is a DFT calculation (the ωB97M-V functional and the def2-TZVPD basis) of a molecular structure, C6H16N2 in a non-equilibrium geometry.

XYZ file:
```
24
C6H16N2 the ωB97M-V functional and the def2-TZVPD basis
N 3.384 -0.878 0.426
C 2.436 -0.004 -0.092
C 2.229 1.259 0.698
C 1.883 -0.150 -1.306
N -0.705 0.050 0.525
C -1.641 0.964 0.483
C -3.079 0.805 0.018
C -3.385 -0.545 -0.591
H 3.337 -1.004 1.430
H 3.392 -1.762 -0.061
H 0.664 -2.352 0.452
H 2.497 1.174 1.739
H 2.810 2.089 0.279
H 1.199 1.522 0.577
H 1.705 0.761 -1.873
H 1.953 -1.053 -1.904
H 1.081 -2.855 0.813
H -1.487 1.968 0.933
H -1.026 0.146 -0.506
H -3.292 1.625 -0.662
H -3.707 0.983 0.898
H -4.414 -0.719 -0.844
H -3.020 -1.333 0.075
H -2.814 -0.690 -1.508
```

Calculated values
Highest occupied orbital energy: -7.72 eV

---

8.
The following is a DFT calculation (the ωB97M-V functional and the def2-TZVPD basis) of a molecular structure, C29H31ClN4OPS2V in a non-equilibrium geometry.

XYZ file:
```
70
C29H31ClN4OPS2V the ωB97M-V functional and the def2-TZVPD basis
V 0.858 -1.041 0.409
Cl 5.047 -6.399 -1.331
C 3.832 -5.159 -1.259
C 2.513 -5.481 -1.553
C 1.543 -4.500 -1.419
C 1.859 -3.211 -0.980
O 0.942 -2.314 -0.768
C 3.238 -2.874 -0.748
C 3.611 -1.558 -0.401
N 2.732 -0.595 -0.172
C 3.092 0.700 0.014
C 4.269 1.328 -0.421
C 4.469 2.671 -0.156
C 3.552 3.415 0.566
C 2.371 2.820 1.045
C 1.401 3.477 1.831
C 0.303 2.757 2.261
C 0.145 1.429 1.894
N 1.029 0.775 1.130
C 2.128 1.458 0.731
C 4.204 -3.888 -0.897
H 2.251 -6.482 -1.858
H 0.508 -4.727 -1.629
H 4.675 -1.340 -0.313
H 5.001 0.768 -0.986
H 5.368 3.155 -0.517
H 3.747 4.455 0.787
H 1.533 4.514 2.104
H -0.446 3.229 2.883
H -0.713 0.865 2.242
H 5.240 -3.666 -0.696
S 1.651 -1.955 2.417
C -0.008 -2.061 2.853
S -1.053 -1.752 1.525
C -0.484 -2.317 4.126
C 0.341 -2.467 5.246
N 0.984 -2.578 6.196
C -1.866 -2.368 4.344
N -3.002 -2.416 4.525
C -2.131 3.623 -0.610
C -2.871 2.349 -0.220
C -3.206 2.412 1.273
P -1.938 0.724 -0.536
C -1.209 0.979 -2.261
C 0.166 1.622 -2.085
C -1.033 -0.351 -2.991
C -3.402 -0.397 -0.954
C -4.352 0.087 -2.050
C -4.203 -0.770 0.292
H -2.745 4.489 -0.359
H -1.919 3.658 -1.674
H -1.196 3.710 -0.060
H -3.803 2.309 -0.791
H -2.306 2.630 1.841
H -3.617 1.475 1.641
H -3.929 3.205 1.473
H -1.855 1.639 -2.852
H 0.860 0.876 -1.689
H 0.132 2.454 -1.387
H 0.551 1.988 -3.037
H -0.525 -1.070 -2.338
H -0.417 -0.201 -3.879
H -1.980 -0.780 -3.314
H -2.898 -1.311 -1.287
H -5.023 0.856 -1.671
H -4.962 -0.752 -2.382
H -3.827 0.488 -2.914
H -4.816 0.064 0.630
H -3.538 -1.078 1.096
H -4.875 -1.597 0.066
```

Calculated values
Multiplicity: 4
Highest occupied orbital energy (alpha / beta): -2.98 / -5.22 eV
Net charge: -1

---

9.
The following is a DFT calculation (the ωB97M-V functional and the def2-TZVPD basis) of 2 unconnected molecules or ions with the total composition CH6N2O3S in a non-equilibrium geometry.

XYZ file:
```
13
CH6N2O3S the ωB97M-V functional and the def2-TZVPD basis
C 1.694 -2.090 -0.086
N -1.029 2.434 -0.468
N -2.370 2.506 -0.411
O 0.871 0.436 0.223
O -0.601 -1.345 0.953
O -2.892 1.433 0.019
S 0.945 -0.814 1.007
H 1.400 -1.874 -1.064
H 2.854 -2.109 -0.148
H 1.423 -3.028 0.287
H -0.482 1.679 -0.081
H -0.644 3.285 -0.906
H -1.168 -0.511 0.675
```

Calculated values
Highest occupied orbital energy: -9.60 eV

---

10.
The following is a DFT calculation (the ωB97M-V functional and the def2-TZVPD basis) of a molecular structure, C43H47As2BiN5S in a non-equilibrium geometry.

XYZ file:
```
99
C43H47As2BiN5S the ωB97M-V functional and the def2-TZVPD basis
Bi 0.308 -1.135 0.576
S -2.419 1.601 3.582
C -1.301 2.601 4.436
C -1.206 3.043 5.782
C -0.159 3.775 6.157
C 0.858 4.117 5.306
C 0.771 3.757 3.943
C -0.299 2.961 3.520
N -0.509 2.610 2.226
C -1.548 1.846 2.102
C -2.060 1.190 0.872
C -3.289 1.662 0.468
C -3.788 1.280 -0.776
C -3.097 0.346 -1.517
C -1.923 -0.207 -1.102
C -1.403 0.215 0.169
H -1.984 2.797 6.501
H -0.193 4.157 7.169
H 1.660 4.770 5.655
H 1.524 4.119 3.245
H -3.789 2.449 1.009
H -4.727 1.742 -1.116
H -3.582 0.080 -2.447
H -1.358 -0.852 -1.741
C 4.026 -0.158 -4.853
As 2.944 -0.588 -3.322
C 2.917 -2.465 -3.219
C 1.121 -0.261 -4.081
C 0.709 -1.000 -5.225
C -0.582 -0.916 -5.698
C -1.427 0.006 -5.136
C -0.930 0.927 -4.206
C 0.339 0.743 -3.641
As 0.912 2.032 -2.257
C -0.684 3.190 -1.975
C 1.826 3.359 -3.531
H 3.638 -0.549 -5.807
H 5.062 -0.344 -4.597
H 3.934 0.923 -4.873
H 2.928 -3.011 -4.114
H 2.017 -2.709 -2.595
H 3.658 -2.945 -2.586
H 1.436 -1.750 -5.659
H -0.951 -1.565 -6.522
H -2.410 0.025 -5.501
H -1.447 1.814 -3.985
H -0.989 3.856 -2.817
H -0.349 3.824 -1.093
H -1.512 2.517 -1.569
H 1.191 3.504 -4.402
H 2.837 2.997 -3.833
H 1.851 4.298 -2.916
N -4.015 -6.366 3.781
C -3.301 -5.507 3.563
C -2.459 -4.394 3.119
C -1.103 -4.501 2.969
C -0.360 -3.579 2.262
C -1.019 -2.458 1.749
C -2.399 -2.332 1.884
C -3.145 -3.289 2.549
H -0.609 -5.397 3.429
H 0.678 -3.779 2.162
H -2.941 -1.484 1.490
H -4.235 -3.383 2.622
C 4.104 2.047 -0.656
N 3.083 1.660 0.319
C 2.566 2.809 1.131
C 3.448 0.502 1.220
C 2.634 0.225 2.488
C 3.139 0.600 3.744
C 2.441 0.419 4.893
C 1.138 -0.020 4.811
C 0.622 -0.414 3.572
C 1.362 -0.268 2.435
H 3.543 2.406 -1.524
H 4.727 1.215 -1.004
H 4.665 2.834 -0.257
H 2.197 1.424 -0.150
H 3.148 3.023 2.034
H 1.547 2.520 1.487
H 2.392 3.718 0.505
H 4.470 0.643 1.452
H 3.370 -0.395 0.533
H 4.139 1.009 3.797
H 2.878 0.775 5.797
H 0.492 0.023 5.703
H -0.465 -0.673 3.598
C -4.359 -3.253 -2.619
N -3.079 -3.590 -1.996
C -2.993 -4.342 -0.816
C -1.608 -4.349 -0.528
N -0.901 -3.685 -1.511
C -1.778 -3.227 -2.335
H -4.677 -4.031 -3.294
H -4.196 -2.376 -3.265
H -4.982 -3.075 -1.836
H -3.863 -4.825 -0.374
H -1.171 -4.962 0.246
H -1.673 -2.577 -3.182
```

Calculated values
Highest occupied orbital energy: -10.50 eV
Net charge: +1

---

11.
The following is a DFT calculation (the ωB97M-V functional and the def2-TZVPD basis) of 2 unconnected molecules or ions with the total composition C5H8N2 in a non-equilibrium geometry.

XYZ file:
```
15
C5H8N2 the ωB97M-V functional and the def2-TZVPD basis
C -2.631 0.553 0.147
C -1.904 -0.064 -0.975
C 1.539 0.470 -0.434
C 0.667 1.582 -0.759
N 0.062 2.534 -1.016
N 1.232 -0.356 0.474
C 2.216 -1.371 0.797
H -2.193 1.484 0.519
H -3.582 0.821 -0.363
H -2.924 -0.110 0.974
H -2.359 -1.069 -1.108
H 2.484 0.445 -0.992
H 3.031 -1.456 0.062
H 1.716 -2.339 0.897
H 2.647 -1.126 1.774
```

Calculated values
Highest occupied orbital energy (alpha / beta): -8.46 / -8.46 eV

---

12.
The following is a DFT calculation (the ωB97M-V functional and the def2-TZVPD basis) of a molecular structure, C2H7N2OS in a non-equilibrium geometry.

XYZ file:
```
13
C2H7N2OS the ωB97M-V functional and the def2-TZVPD basis
C 0.462 0.569 0.322
C -0.282 -0.449 -0.593
N 0.751 1.800 0.004
N -0.021 -1.768 -0.262
O 0.744 0.136 1.481
S -2.148 -0.108 -0.497
H -0.007 0.230 -1.836
H 0.711 2.149 -0.953
H 1.090 2.555 0.648
H 0.523 -0.718 1.731
H -0.598 -2.550 -0.666
H 0.956 -2.190 -0.120
H -2.180 0.344 0.742
```

Calculated values
Highest occupied orbital energy: -13.86 eV
Net charge: +1

---

13.
The following is a DFT calculation (the ωB97M-V functional and the def2-TZVPD basis) of a single C2H8NO2P molecule in a non-equilibrium geometry.

XYZ file:
```
14
C2H8NO2P the ωB97M-V functional and the def2-TZVPD basis
C 2.263 0.036 0.513
O 1.278 -0.610 -0.347
P 0.104 0.232 -1.094
N -0.095 1.683 0.041
O -1.096 -0.824 -1.088
C -1.904 -0.785 0.090
H 3.246 -0.231 0.155
H 1.976 -0.163 1.557
H 2.193 1.099 0.375
H 0.430 0.117 -2.540
H -0.787 2.195 -0.332
H -1.487 -1.533 0.773
H -2.899 -0.978 -0.263
H -1.982 0.331 0.397
```

Calculated values
Highest occupied orbital energy: -8.62 eV

---

14.
The following is a DFT calculation (the ωB97M-V functional and the def2-TZVPD basis) of a single C5H10N2O2 molecule in a non-equilibrium geometry.

XYZ file:
```
19
C5H10N2O2 the ωB97M-V functional and the def2-TZVPD basis
H -0.729 1.986 1.978
N -0.236 2.333 1.159
C 0.360 1.466 0.489
C 1.549 1.258 -0.299
N 1.180 0.163 0.676
C 0.233 -1.101 0.099
C 0.635 -1.707 -1.225
O -0.144 -1.773 1.037
O -0.916 0.135 -0.448
C -2.185 0.031 0.144
H 1.518 0.906 -1.320
H 2.432 1.838 -0.054
H 1.755 0.051 1.504
H 1.494 -2.365 -1.084
H -0.202 -2.281 -1.615
H 0.863 -0.947 -1.971
H -2.183 -0.656 0.999
H -2.513 1.010 0.515
H -2.911 -0.347 -0.583
```

Calculated values
Highest occupied orbital energy: -9.27 eV

---

15.
The following is a DFT calculation (the ωB97M-V functional and the def2-TZVPD basis) of a single C6H12F3P molecule.

XYZ file:
```
22
C6H12F3P the ωB97M-V functional and the def2-TZVPD basis
C 2.056 -0.643 0.858
C 1.920 0.733 0.159
C 1.668 0.661 -1.365
P -0.123 0.770 -1.865
C -0.997 -0.370 -0.684
C -1.965 0.435 0.202
C -2.584 -0.404 1.290
F -1.660 -0.881 2.150
F -3.243 -1.471 0.796
F -3.472 0.292 2.023
H 2.037 -1.455 0.125
H 2.996 -0.709 1.418
H 1.246 -0.828 1.570
H 1.130 1.321 0.642
H 2.848 1.294 0.314
H 2.142 -0.233 -1.786
H 2.151 1.522 -1.845
H -0.077 -0.124 -2.957
H -1.557 -1.117 -1.258
H -0.300 -0.924 -0.057
H -2.775 0.855 -0.405
H -1.442 1.276 0.674
```

Calculated values
Highest occupied orbital energy: -9.07 eV

---

16.
The following is a DFT calculation (the ωB97M-V functional and the def2-TZVPD basis) of 4 unconnected molecules or ions with the total composition C2H10O4 in a non-equilibrium geometry.

XYZ file:
```
16
C2H10O4 the ωB97M-V functional and the def2-TZVPD basis
O -0.669 -0.557 0.153
C -2.220 -0.467 -0.134
C -2.431 0.918 -0.121
H -2.774 -1.041 0.609
H -2.106 -1.008 -1.068
H -1.831 1.567 -0.754
H -3.298 1.330 0.389
H 1.799 1.385 -1.543
H 1.404 1.040 0.384
O 1.829 0.516 -1.123
H 2.176 -1.317 -0.518
H -0.605 0.346 0.438
O 1.735 -2.012 -0.016
H 0.946 -1.475 0.120
H 1.489 2.122 1.378
O 0.924 1.354 1.219
```

Calculated values
Highest occupied orbital energy: -8.39 eV

---

17.
The following is a DFT calculation (the ωB97M-V functional and the def2-TZVPD basis) of a molecular structure, C7H15N3 in a non-equilibrium geometry.

XYZ file:
```
25
C7H15N3 the ωB97M-V functional and the def2-TZVPD basis
C 2.487 0.995 0.259
C 2.126 0.298 -0.837
C 0.597 1.445 1.976
C 0.936 1.234 3.117
H 2.971 0.518 1.097
H 2.458 2.072 0.271
H 2.495 -0.708 -0.993
H 1.778 0.815 -1.722
H 0.377 -0.275 -0.468
H 1.217 1.066 4.122
C -0.849 -1.456 0.740
C -0.658 -1.554 -1.688
N -0.618 -0.704 -0.500
C -1.779 0.718 -0.654
N -1.141 1.695 -0.147
N -2.933 0.397 -0.963
H -1.403 2.639 -0.388
H -0.239 1.543 0.964
H -3.123 -0.507 -1.362
H -0.129 -2.275 0.839
H -0.708 -0.783 1.582
H -1.864 -1.856 0.731
H -1.620 -2.065 -1.754
H 0.132 -2.311 -1.649
H -0.510 -0.940 -2.574
```

Calculated values
Highest occupied orbital energy: -8.78 eV

---

Number 1: energy -26701.67002 eV. Number 2: energy -7305.47395 eV. Number 3: energy -27461.49985 eV. Number 4: energy -10808.60560 eV. Number 5: energy -9405.72350 eV. Number 6: energy -28274.06372 eV. Number 7: energy -9457.27974 eV. Number 8: energy -107757.41403 eV. Number 9: energy -21088.93981 eV. Number 10: energy -191146.85234 eV. Number 11: energy -8289.42273 eV. Number 12: energy -18042.10134 eV. Number 13: energy -17075.83588 eV. Number 14: energy -12418.36863 eV. Number 15: energy -23858.18590 eV. Number 16: energy -10418.85930 eV. Number 17: energy -11966.74367 eV.